82
Properties=species:S:1:pos:R:3:forces:R:3 method="wB97M-V/def2-TZVPD" s2=2.0243 energy_ev=-126277.881 spin_multiplicity=3 charge=+2
Mo -0.587788 0.180100 -0.586803 0.2 0.1 -0.2
C -3.139390 1.837671 -0.244705 0.0 0.0 0.0
N -2.785835 0.421429 -0.508982 -0.1 0.1 -0.1
C -3.401359 -0.420238 0.547713 0.0 0.0 0.0
C -2.658056 -1.699210 0.786132 0.0 0.0 0.0
C -3.318886 -2.817099 1.259968 0.0 0.0 0.0
C -2.588806 -3.955819 1.561324 0.0 0.0 0.0
C -1.218850 -3.931670 1.362596 0.0 0.0 0.0
C -0.632502 -2.778864 0.877713 0.0 0.0 0.0
N -1.326955 -1.665100 0.600820 -0.1 0.0 -0.1
C -3.264155 0.064938 -1.878013 -0.1 0.0 0.1
C -2.592625 -1.165412 -2.406857 0.0 0.0 0.0
C -3.248329 -2.052842 -3.238709 0.0 0.0 0.0
C -2.557409 -3.146031 -3.736830 0.0 0.0 0.0
C -1.237219 -3.329287 -3.357662 0.0 0.0 0.0
C -0.652692 -2.405413 -2.516388 0.0 0.0 0.0
N -1.300053 -1.322762 -2.063299 -0.2 0.0 -0.1
C -2.220594 2.411812 0.784900 0.0 0.0 0.0
C -2.614354 3.507509 1.528726 0.0 0.0 0.0
C -1.699001 4.126190 2.362720 0.0 0.0 0.0
C -0.415653 3.611922 2.417490 0.0 0.0 0.0
C -0.110275 2.492159 1.672389 0.1 -0.1 0.0
N -0.988019 1.869405 0.868058 0.0 0.2 0.0
H -4.185437 1.916980 0.060479 0.0 0.0 0.0
H -3.005444 2.403060 -1.166501 0.0 0.0 0.0
H -4.450047 -0.610907 0.307260 0.0 0.0 0.0
H -3.378475 0.160115 1.474919 0.0 0.0 0.0
H -4.391619 -2.789707 1.395664 0.0 0.0 0.0
H -3.081581 -4.842082 1.937242 0.0 0.0 0.0
H -0.602142 -4.794052 1.572321 0.0 0.0 0.0
H 0.434660 -2.726306 0.708426 0.0 0.0 0.0
H -3.014299 0.904264 -2.529438 0.0 0.0 0.0
H -4.350834 -0.047188 -1.877592 0.0 0.0 0.0
H -4.285938 -1.884940 -3.492917 0.0 0.0 0.0
H -3.044890 -3.848915 -4.398438 0.0 0.0 0.0
H -0.663413 -4.177815 -3.701053 0.0 0.0 0.0
H 0.365118 -2.532125 -2.181554 0.0 0.0 0.0
H -3.625022 3.880403 1.433406 0.0 0.0 0.0
H -1.979971 4.991853 2.946869 0.0 0.0 0.0
H 0.350179 4.064894 3.031117 0.0 0.0 0.0
H 0.879271 2.068346 1.709062 0.0 0.0 0.0
O 1.279745 1.904271 -5.964247 0.0 -0.1 0.0
C 1.974168 0.855465 -5.549389 0.2 0.2 0.0
O 2.746941 0.258383 -6.242048 0.0 0.0 0.0
C 1.795672 0.424054 -4.123577 -0.1 -0.1 0.0
C 2.531026 -0.597963 -3.549894 -0.1 0.0 0.0
N 2.068677 -0.779098 -2.303290 0.1 0.0 0.0
N 1.094520 0.089438 -2.017079 -0.1 0.0 0.1
C 0.916253 0.821709 -3.112822 0.0 0.0 0.0
C -0.150700 1.848416 -2.999102 0.1 0.1 0.1
O -0.398900 2.638444 -3.878432 -0.1 -0.1 0.0
O -0.747202 1.797850 -1.829096 -0.1 -0.3 -0.2
H 0.653953 2.244064 -5.291303 0.0 0.1 0.0
H 3.341835 -1.176167 -3.962250 0.0 0.0 0.0
H 2.445133 -1.346280 -1.552546 0.0 0.0 0.0
C 1.913770 0.835865 4.185479 0.0 0.0 0.0
Si 1.071429 -0.491815 3.180223 -0.1 0.0 0.0
C 1.780656 -2.162388 3.605139 0.0 0.0 0.0
C -0.760999 -0.395478 3.576517 0.0 0.0 0.0
As 1.448078 -0.290391 0.805709 0.5 -0.2 0.3
Si 3.480428 1.002896 0.667508 -0.1 0.0 0.0
C 3.276344 2.730799 1.338304 0.0 0.0 0.0
C 4.655388 -0.059564 1.653518 0.0 0.0 0.0
C 4.131692 1.152565 -1.071755 0.0 0.0 0.0
H 1.630526 0.671121 5.229225 0.0 0.0 0.0
H 1.590269 1.842506 3.923561 0.0 0.0 0.0
H 3.000006 0.796837 4.134643 0.0 0.0 0.0
H 1.899414 -2.253362 4.687356 0.0 0.0 0.0
H 2.761687 -2.305594 3.149318 0.0 0.0 0.0
H 1.129101 -2.972735 3.273310 0.0 0.0 0.0
H -0.979650 -1.060297 4.415588 0.0 0.0 0.0
H -1.403032 -0.684941 2.747113 0.0 0.0 0.1
H -1.032420 0.616891 3.882001 0.0 0.0 0.0
H 2.968151 2.756913 2.382273 0.0 0.0 0.0
H 2.565095 3.303988 0.739472 0.0 0.0 0.0
H 4.240166 3.242125 1.272020 0.0 0.0 0.0
H 4.503057 0.004627 2.729233 0.0 0.0 0.0
H 5.682464 0.251551 1.448420 0.0 0.0 0.0
H 4.564420 -1.107427 1.360330 0.0 0.0 0.0
H 3.440013 1.628979 -1.767633 0.0 0.0 0.0
H 4.466037 0.200592 -1.483894 0.0 0.0 0.0
H 5.015455 1.793873 -1.009471 0.0 0.0 0.0


104
Properties=species:S:1:pos:R:3:forces:R:3 method="wB97M-V/def2-TZVPD" s2=4.0519 relative_energy_kcal_mol=0.0 energy_ev=-158980.063 spin_multiplicity=4 charge=+3
Mn -0.625911 0.061271 -0.128680 -0.3 0.6 0.1
O 0.089197 -0.607044 3.151489 0.0 0.0 0.1
S -0.865970 -0.831488 2.078299 0.2 0.1 -0.4
C -2.363458 0.069651 2.401281 -0.1 -0.1 0.1
C -3.517164 -0.446175 2.964016 0.0 -0.1 0.0
C -4.585408 0.405259 3.217987 0.0 0.0 0.0
C -4.477364 1.754421 2.926442 0.0 0.0 0.0
C -3.302860 2.270141 2.387906 0.0 0.0 0.0
C -2.223468 1.441505 2.111923 0.0 0.2 0.1
P -0.649940 2.010988 1.355407 0.0 -0.4 -0.1
C 0.474816 2.407695 2.705670 0.0 0.1 0.0
C 0.118884 2.198232 4.036118 0.0 0.0 0.1
C 0.951808 2.648127 5.049239 0.0 0.0 0.0
C 2.130373 3.310760 4.737514 0.0 0.0 0.0
C 2.486504 3.522349 3.411025 0.0 0.0 0.0
C 1.661318 3.077343 2.394062 0.1 0.0 0.1
C -0.698506 3.581049 0.481020 0.0 0.1 0.1
C -1.338742 4.727713 0.959053 0.0 0.0 0.0
C -1.075394 5.957147 0.379207 0.0 0.0 0.0
C -0.123834 6.069238 -0.629842 0.0 0.0 0.0
C 0.559621 4.945484 -1.066555 0.0 -0.1 0.0
C 0.261626 3.703758 -0.519038 0.1 0.1 -0.2
C -0.985940 -2.549198 1.754636 -0.1 0.0 0.0
C -1.831229 -3.422386 2.318988 0.0 0.0 0.1
C -1.967738 -4.778834 1.829783 0.0 -0.1 0.0
C -1.300001 -5.191381 0.748842 0.0 0.0 0.1
C -0.271625 -4.371254 0.033752 -0.1 0.2 -0.2
C -0.135745 -2.904438 0.564772 -0.1 -0.3 0.0
P 1.653302 -0.940010 0.221884 -0.2 0.0 -0.2
C 3.032365 -0.573933 1.309051 0.3 -0.1 -0.2
C 4.296351 -0.948483 0.808558 0.0 0.0 0.0
C 5.426048 -0.855132 1.600343 0.0 0.0 0.0
C 5.324187 -0.387403 2.902436 0.0 0.0 0.0
C 4.086572 -0.013001 3.403262 0.0 0.0 0.0
C 2.948786 -0.101584 2.620376 -0.1 0.1 0.1
C 2.412880 -1.113649 -1.401498 0.0 -0.2 0.1
C 2.960667 0.016308 -2.007975 0.0 0.1 0.0
C 3.632312 -0.106495 -3.213397 0.0 0.1 0.0
C 3.745810 -1.350058 -3.824433 0.0 0.0 0.0
C 3.209971 -2.476471 -3.217799 0.0 0.0 0.0
C 2.552338 -2.364104 -1.999320 0.0 0.1 0.0
H -3.608433 -1.494143 3.207365 0.0 0.0 0.0
H -5.496328 0.011267 3.647513 0.0 0.0 0.0
H -5.309654 2.416970 3.123811 0.0 0.0 0.0
H -3.251109 3.327482 2.176625 0.0 -0.1 0.0
H -0.798777 1.686273 4.293233 0.0 0.0 0.0
H 0.672599 2.493316 6.082757 0.0 0.0 0.0
H 2.769737 3.674030 5.531597 0.0 0.0 0.0
H 3.405013 4.040701 3.170038 0.0 0.0 0.0
H 1.946588 3.268039 1.367282 0.0 0.0 0.0
H -2.010865 4.689601 1.804604 0.0 0.0 0.0
H -1.584918 6.840816 0.739474 0.0 0.0 0.0
H 0.096701 7.038414 -1.057206 0.0 0.0 0.0
H 1.319352 5.033107 -1.832771 0.0 0.0 0.0
H 0.810441 2.828379 -0.855336 0.0 0.0 0.0
H -2.461413 -3.133668 3.150377 0.1 0.0 0.0
H -2.641743 -5.443852 2.351276 0.0 0.0 0.0
H -1.421879 -6.203921 0.383332 0.0 0.0 0.0
H 0.249388 -3.606280 -1.848326 -0.1 0.0 0.0
H 4.416938 -1.324934 -0.194855 0.0 0.0 0.0
H 6.384039 -1.154149 1.197411 0.0 0.0 0.0
H 6.206416 -0.319843 3.525231 0.0 0.0 0.0
H 3.996588 0.345181 4.419823 0.0 0.0 0.0
H 2.006899 0.178983 3.052872 -0.1 0.1 0.0
H 2.907117 0.987721 -1.524449 0.0 0.0 0.0
H 4.083755 0.764440 -3.671670 0.0 0.0 0.0
H 4.275821 -1.442818 -4.763088 0.0 0.0 0.0
H 3.326515 -3.447858 -3.680405 0.0 0.0 0.0
H 2.197388 -3.254478 -1.497946 0.1 0.0 0.0
C -2.703139 3.464737 -2.446435 0.1 0.1 0.1
C -3.448789 2.613555 -1.429878 -0.1 -0.1 0.0
S -2.875718 0.949911 -0.947898 0.1 -0.1 0.1
C -3.238090 -0.051738 -2.411864 0.0 -0.1 -0.1
C -2.044134 -0.539515 -3.241694 -0.1 0.0 0.0
S -0.369715 -0.132196 -2.662808 0.0 0.1 0.1
C 0.152239 1.126876 -3.873277 -0.1 -0.1 -0.1
C -0.420688 2.529627 -3.793198 0.1 0.0 0.1
S -2.216711 2.679020 -4.005007 0.0 0.0 0.0
H -1.824980 3.923451 -2.003116 0.1 0.0 0.0
H -3.373293 4.288092 -2.701525 0.0 0.0 -0.1
H -4.464576 2.403033 -1.769433 0.0 0.0 0.0
H -3.548693 3.159141 -0.489666 0.0 0.0 0.0
H -3.904158 0.542476 -3.032374 0.0 0.0 0.0
H -3.797546 -0.908678 -2.046813 0.0 0.0 0.0
H -2.102451 -0.147692 -4.253221 0.0 0.0 0.0
H -2.072275 -1.626008 -3.310473 0.0 0.0 0.0
H -0.085375 0.655974 -4.829575 0.0 0.0 0.0
H 1.238373 1.145528 -3.804609 0.0 0.0 0.1
H 0.067349 3.113429 -4.576393 -0.1 0.0 0.0
H -0.163394 2.994648 -2.850236 0.0 0.0 0.1
I 0.645386 -8.007580 -3.438365 0.0 -0.1 0.0
C 0.113896 -6.388638 -2.274820 -0.1 0.2 0.1
C -1.138280 -5.780727 -2.642338 0.0 0.0 0.0
C -1.600480 -4.564643 -2.266773 0.0 -0.1 -0.1
C -0.739268 -3.768203 -1.385105 0.0 -0.1 0.3
C 0.945290 -5.210507 -0.175570 0.0 0.0 0.0
C 1.034657 -6.080133 -1.215131 0.1 -0.1 -0.1
C -0.964794 -2.507682 -0.660769 -0.4 -0.3 0.0
O 1.200098 -2.464671 0.628162 0.1 0.1 0.2
O -1.785874 -1.590159 -0.699772 0.6 -0.1 -0.2
H -1.755531 -6.363894 -3.314781 0.0 0.0 0.0
H -2.577160 -4.219762 -2.579422 0.0 0.0 0.0
H 1.729193 -5.186371 0.571105 0.0 0.0 0.0
H 1.927041 -6.695371 -1.221251 0.0 0.0 0.0


65
Properties=species:S:1:pos:R:3:forces:R:3 method="wB97M-V/def2-TZVPD" energy_ev=-71189.637 spin_multiplicity=1 charge=+1
C 0.531870 -3.735194 3.539444 -1.3 -0.2 0.4
C -0.057644 -2.702193 3.813470 1.1 0.8 -1.0
C -0.557780 -1.246791 3.861598 0.0 -0.9 1.3
C -2.059910 -1.247082 3.330465 -0.7 -1.9 0.8
N -2.171069 -0.713970 1.916719 0.9 -0.6 0.0
C -3.509263 -0.905961 1.317458 -4.2 -0.3 -0.1
O -4.478554 -1.107759 2.002604 2.1 0.7 0.0
N -3.706669 -0.912528 -0.149014 1.3 -1.9 2.0
C -3.560919 -2.319806 -0.542418 0.8 -1.3 -2.3
O -3.172863 -2.654947 -1.618196 -0.7 0.8 1.4
F -3.833379 -3.344736 0.359993 0.2 2.3 -0.2
C -1.618352 0.680947 1.837848 0.9 2.8 -1.5
C -2.655608 1.848662 1.993800 0.1 0.6 0.9
C -3.611963 1.771957 3.248430 -0.8 1.1 -0.6
F -3.392379 2.103620 0.798808 0.6 -0.9 1.2
C -0.453686 0.943325 2.910451 -1.5 -0.5 1.2
N 0.342050 -0.246927 3.235752 -0.7 0.0 -1.2
C 1.131706 -0.770893 2.096352 1.5 0.2 -0.3
C 1.888160 0.336017 1.238388 1.0 -1.1 -1.1
C 1.280080 0.486472 -0.240640 0.3 -0.2 0.5
C 3.401776 -0.165183 1.008217 0.0 1.7 0.5
H 0.810049 -4.792972 3.340760 -0.1 1.5 0.3
H -0.621202 -0.971452 4.959283 -0.1 -0.3 -1.2
H -2.382965 -2.327868 3.252363 0.3 1.2 0.1
H -2.787685 -0.771507 4.032546 0.7 0.0 -1.0
H -1.520164 -1.315829 1.369273 -0.1 0.4 0.2
H -4.678510 -0.614621 -0.332294 0.5 -0.1 0.2
H -1.161878 0.793290 0.809675 -0.6 -0.3 1.0
H -2.040498 2.785735 2.146205 -0.4 -1.2 -0.3
H -3.120640 1.399602 4.180739 -0.4 0.2 -1.0
H -3.916183 2.839561 3.465940 0.3 -1.2 -0.2
H -4.585380 1.243068 3.030427 1.3 0.3 0.3
H -1.002371 1.221150 3.865018 0.7 -0.2 -0.9
H 0.132836 1.850134 2.628673 -0.4 -1.1 -0.1
H 0.572621 -1.442191 1.379085 0.2 0.5 0.6
H 1.948717 -1.412001 2.538010 -1.2 0.5 -0.4
H 1.991850 1.324152 1.760344 -0.4 -1.0 -0.4
H 0.724106 -0.468378 -0.494501 0.3 1.2 0.2
H 0.650414 1.406459 -0.365098 0.3 -0.9 0.0
H 2.114274 0.543986 -0.991119 -0.9 0.2 0.8
H 3.824296 -0.694506 1.900399 -0.4 0.2 -0.9
H 3.522491 -0.711155 0.037389 -0.2 0.1 1.1
H 4.011822 0.790267 0.899347 -1.3 -2.1 0.6
C -3.863715 -0.717280 -5.361276 -0.5 -0.2 -0.2
C -3.369830 -2.102558 -4.986647 0.1 0.1 0.6
O -2.447063 -2.455692 -6.017956 -0.1 0.6 -0.4
S -1.709146 -1.118823 -6.549534 -0.2 -0.1 0.1
O -0.451963 -1.007197 -5.890977 -0.3 0.1 -0.3
O -1.843132 -1.063163 -7.962347 0.3 -0.1 0.4
O -2.720301 -0.043187 -5.887924 0.4 -0.4 0.1
H -4.622849 -0.766300 -6.146081 0.0 0.0 0.1
H -4.263858 -0.175614 -4.504996 0.2 0.1 -0.1
H -4.177295 -2.830638 -4.928225 0.1 -0.1 -0.2
H -2.826896 -2.086142 -4.038843 -0.1 0.0 0.0
C 7.021713 3.436161 -1.657152 0.7 -0.1 -0.1
C 6.763567 2.265182 -2.585905 -0.2 0.4 -0.5
O 6.267477 1.226363 -1.735278 -0.1 0.2 0.8
S 5.433220 1.887135 -0.524458 1.1 0.8 -1.1
O 4.049887 1.852859 -0.864209 0.3 0.3 0.1
O 5.945354 1.381145 0.702094 -0.2 0.1 -0.3
O 5.948606 3.403833 -0.710152 -0.5 -0.6 -0.1
H 7.960691 3.311055 -1.112638 0.0 0.0 0.0
H 7.034623 4.387766 -2.186004 -0.2 0.0 0.2
H 7.662359 1.939844 -3.106150 -0.1 -0.2 0.2
H 5.986952 2.503296 -3.317332 0.1 0.0 0.0